[1]
# C34H83B2O16P

A cluster of 6 separate species, C34H83B2O16P in total (ωB97M-V with the def2-TZVPD basis set, the OMol25 dataset).

Output
**Structure (SMILES)**: CCB(O)BP(C)C.COCCOCCOC.COCCOCCOC.COCCOCCOC.COCCOCCOC.COCCOCCOC
**LUMO level**: -0.0105 Ha
**Frontier orbital gap**: 8.074 eV

ORCA input file:
```
! wB97M-V def2-TZVPD RIJCOSX def2/J DEFGRID3
* xyz 0 1
C 0.468 1.373 -1.266
C 2.010 1.399 -1.240
B 2.467 2.382 -2.370
O 3.054 1.840 -3.505
B 2.209 4.072 -2.327
P 2.728 5.259 -0.987
C 3.353 4.280 0.438
C 1.116 5.967 -0.416
H 0.048 2.384 -1.242
H 0.104 0.912 -2.184
H 0.057 0.840 -0.411
H 2.348 1.688 -0.244
H 2.392 0.396 -1.436
H 2.711 2.342 -4.250
H 1.680 4.620 -3.257
H 3.894 3.420 0.046
H 4.046 4.871 1.033
H 2.557 3.910 1.083
H 1.269 6.891 0.132
H 0.497 6.149 -1.291
H 0.606 5.235 0.208
C 5.690 6.422 -10.515
O 6.015 5.703 -9.349
C 7.072 6.310 -8.630
C 7.220 5.678 -7.265
O 6.292 6.165 -6.309
C 4.987 5.614 -6.367
C 4.875 4.253 -5.717
O 5.331 3.243 -6.594
C 5.470 1.999 -5.941
H 6.553 6.505 -11.186
H 4.898 5.878 -11.026
H 5.333 7.430 -10.273
H 6.878 7.384 -8.510
H 8.011 6.185 -9.188
H 8.202 5.954 -6.877
H 7.172 4.590 -7.344
H 4.619 5.574 -7.395
H 4.359 6.304 -5.800
H 3.819 4.072 -5.460
H 5.462 4.246 -4.790
H 6.222 2.057 -5.145
H 5.798 1.277 -6.685
H 4.525 1.663 -5.509
C -7.453 1.626 1.075
O -6.355 0.884 0.598
C -5.674 1.563 -0.442
C -4.362 0.884 -0.756
O -3.313 1.220 0.139
C -3.316 0.547 1.389
C -2.778 -0.863 1.321
O -3.781 -1.744 0.854
C -3.284 -3.034 0.586
H -8.173 1.834 0.275
H -7.942 1.031 1.844
H -7.129 2.577 1.514
H -5.481 2.604 -0.149
H -6.301 1.567 -1.345
H -4.029 1.241 -1.732
H -4.501 -0.198 -0.813
H -4.311 0.556 1.841
H -2.645 1.127 2.026
H -2.455 -1.174 2.325
H -1.909 -0.891 0.650
H -2.528 -3.027 -0.207
H -4.129 -3.639 0.262
H -2.848 -3.485 1.486
C -0.061 2.635 2.583
O 0.449 2.221 3.827
C 0.528 3.288 4.753
C 0.804 2.761 6.141
O -0.352 2.273 6.804
C -0.785 0.973 6.437
C 0.008 -0.139 7.083
O 1.219 -0.356 6.383
C 2.079 -1.227 7.078
H 0.561 3.423 2.141
H -0.062 1.771 1.920
H -1.089 3.005 2.681
H -0.414 3.851 4.762
H 1.339 3.970 4.455
H 1.152 3.597 6.752
H 1.591 2.005 6.109
H -0.792 0.850 5.351
H -1.813 0.903 6.798
H -0.591 -1.061 7.071
H 0.217 0.127 8.127
H 2.373 -0.805 8.047
H 2.968 -1.367 6.468
H 1.607 -2.203 7.248
C 2.860 -7.775 -1.650
O 3.163 -6.409 -1.495
C 3.640 -6.116 -0.196
C 4.206 -4.716 -0.137
O 5.527 -4.614 -0.641
C 5.656 -4.552 -2.053
C 5.373 -3.184 -2.629
O 3.981 -2.975 -2.754
C 3.677 -1.635 -3.069
H 2.100 -8.099 -0.929
H 2.472 -7.913 -2.657
H 3.754 -8.397 -1.523
H 4.422 -6.833 0.089
H 2.812 -6.200 0.524
H 4.277 -4.432 0.914
H 3.535 -4.016 -0.640
H 5.030 -5.303 -2.541
H 6.702 -4.789 -2.256
H 5.846 -3.104 -3.619
H 5.812 -2.420 -1.973
H 4.004 -0.956 -2.274
H 2.597 -1.559 -3.177
H 4.148 -1.329 -4.011
C -8.866 -7.800 4.769
O -8.591 -6.428 4.621
C -8.033 -5.871 5.796
C -7.505 -4.480 5.528
O -6.226 -4.463 4.916
C -6.202 -4.687 3.515
C -6.562 -3.470 2.697
O -7.968 -3.312 2.627
C -8.318 -2.061 2.083
H -9.565 -7.981 5.595
H -9.319 -8.146 3.842
H -7.949 -8.372 4.952
H -7.213 -6.503 6.161
H -8.805 -5.818 6.577
H -7.368 -3.987 6.493
H -8.230 -3.906 4.946
H -6.837 -5.532 3.239
H -5.166 -4.945 3.286
H -6.162 -3.586 1.680
H -6.104 -2.579 3.146
H -7.962 -1.242 2.721
H -9.404 -2.020 2.024
H -7.897 -1.927 1.079
*
```


[2]
# C34H83FN2O25P6S

A cluster of 6 separate species, C34H83FN2O25P6S in total in a non-equilibrium geometry (ωB97M-V with the def2-TZVPD basis set, the OMol25 dataset).

Output
**Energy above the lowest of the compared OMol25 structures with the same formula, charge and spin**: 180.1 kJ/mol
**Structure (SMILES)**: COCCCCCCCCCCC[PH](CCCCNC(C)=O)(N=C=O)S(=O)(=O)F.COP(=O)(OC)OC.COP(=O)(OC)OC.COP(=O)(OC)OC.COP(=O)(OC)OC.COP(=O)(OC)OC
**LUMO level**: 0.0111 Ha
**Frontier orbital gap**: 9.507 eV

ORCA input file:
```
! wB97M-V def2-TZVPD RIJCOSX def2/J DEFGRID3
* xyz 0 1
C -1.015 -3.387 -1.945
O -0.323 -3.669 -3.187
C -0.009 -2.439 -3.848
C 1.362 -1.799 -3.409
C 2.542 -2.861 -3.345
C 2.657 -3.575 -1.932
C 3.767 -2.963 -0.998
C 3.387 -3.010 0.560
C 2.929 -1.590 1.095
C 3.643 -1.112 2.416
C 4.699 0.040 2.228
C 4.151 1.264 1.338
C 4.928 1.193 -0.038
P 4.252 2.278 -1.409
C 5.042 3.873 -1.989
C 5.174 4.989 -0.879
C 4.303 6.299 -1.174
C 2.800 5.998 -1.495
N 2.177 7.049 -2.378
C 0.733 6.812 -2.492
C 0.112 5.407 -2.839
O -0.047 7.715 -2.312
N 3.044 3.115 -0.349
C 1.911 2.752 -0.613
O 0.839 2.310 -0.647
S 5.540 1.155 -2.852
O 5.594 1.820 -4.153
O 6.840 0.804 -2.295
F 4.731 -0.290 -3.138
H -0.400 -2.615 -1.394
H -2.089 -3.070 -2.098
H -0.921 -4.335 -1.339
H 0.014 -2.606 -4.965
H -0.871 -1.724 -3.673
H 1.589 -0.990 -4.166
H 1.237 -1.271 -2.422
H 2.243 -3.671 -4.078
H 3.512 -2.451 -3.725
H 2.934 -4.647 -2.159
H 1.631 -3.609 -1.485
H 4.683 -3.612 -1.109
H 4.051 -1.914 -1.272
H 2.559 -3.760 0.645
H 4.270 -3.377 1.143
H 1.830 -1.685 1.345
H 2.984 -0.870 0.239
H 4.179 -1.962 2.927
H 2.880 -0.748 3.162
H 5.617 -0.368 1.704
H 5.089 0.465 3.196
H 3.046 1.084 1.253
H 4.354 2.256 1.810
H 4.888 0.119 -0.380
H 6.007 1.421 0.188
H 3.145 1.743 -2.153
H 4.467 4.221 -2.894
H 6.086 3.607 -2.323
H 5.038 4.619 0.172
H 6.243 5.352 -0.928
H 4.789 6.820 -2.043
H 4.420 6.997 -0.296
H 2.215 6.053 -0.530
H 2.615 5.013 -1.993
H 2.526 6.899 -3.339
H 0.869 4.820 -3.425
H -0.061 4.871 -1.862
H -0.871 5.468 -3.359
C -6.759 -0.819 -4.576
O -5.583 -1.436 -4.059
P -5.711 -2.760 -3.187
O -4.443 -3.264 -2.651
O -6.481 -3.783 -4.143
C -5.799 -4.205 -5.322
O -6.811 -2.394 -2.100
C -6.984 -3.327 -1.028
H -6.617 -0.645 -5.643
H -7.646 -1.439 -4.436
H -6.906 0.138 -4.076
H -4.721 -4.268 -5.157
H -6.004 -3.502 -6.132
H -6.170 -5.188 -5.603
H -6.230 -3.144 -0.263
H -6.905 -4.356 -1.383
H -7.972 -3.179 -0.596
C -4.762 -5.693 3.244
O -5.615 -5.795 2.106
P -5.416 -6.995 1.081
O -6.302 -6.956 -0.087
O -5.561 -8.304 1.986
C -6.841 -8.547 2.571
O -3.860 -6.961 0.752
C -3.415 -7.794 -0.320
H -5.384 -5.572 4.132
H -4.137 -6.578 3.371
H -4.126 -4.816 3.132
H -7.648 -8.201 1.922
H -6.902 -8.039 3.535
H -6.953 -9.619 2.730
H -3.581 -7.285 -1.270
H -3.938 -8.752 -0.320
H -2.348 -7.976 -0.195
C -5.444 -6.465 8.890
O -6.348 -6.710 7.815
P -6.765 -8.204 7.467
O -7.643 -8.341 6.297
O -7.385 -8.762 8.831
C -8.593 -8.157 9.286
O -5.376 -8.973 7.365
C -5.417 -10.303 6.845
H -5.878 -5.706 9.541
H -5.248 -7.362 9.478
H -4.504 -6.089 8.485
H -9.222 -7.846 8.450
H -8.355 -7.290 9.906
H -9.138 -8.882 9.887
H -5.426 -10.268 5.755
H -6.297 -10.840 7.202
H -4.524 -10.831 7.177
C 9.034 11.091 -4.617
O 8.937 9.713 -4.263
P 7.505 9.044 -4.108
O 7.526 7.644 -3.671
O 6.802 9.288 -5.524
C 7.374 8.628 -6.651
O 6.721 10.040 -3.148
C 5.465 9.578 -2.652
H 9.722 11.185 -5.458
H 8.070 11.514 -4.903
H 9.432 11.648 -3.769
H 7.796 7.660 -6.375
H 8.155 9.257 -7.082
H 6.594 8.474 -7.395
H 5.632 8.938 -1.785
H 4.917 9.025 -3.417
H 4.871 10.439 -2.349
C -0.999 7.194 2.140
O 0.157 6.530 2.649
P -0.014 5.224 3.540
O 1.239 4.673 4.063
O -0.845 4.223 2.610
C -0.197 3.761 1.428
O -1.081 5.652 4.640
C -1.279 4.745 5.725
H -0.866 7.349 1.069
H -1.911 6.616 2.301
H -1.096 8.162 2.630
H 0.879 3.658 1.582
H -0.385 4.464 0.614
H -0.609 2.792 1.160
H -0.506 4.904 6.478
H -1.251 3.708 5.384
H -2.253 4.944 6.168
*
```